(1)
Below is an isolated molecule of C6H10N2 at a distorted geometry, with properties calculated with ωB97M-V/def2-TZVPD.

Atoms and positions in Å:
C1 0.54414 -0.91149 -0.71770
C2 0.91263 -0.76387 0.81653
C3 -0.89137 -1.08593 -0.75192
C4 0.51657 0.64852 1.41979
C5 -1.49805 0.11318 0.06734
C6 -0.54414 1.12921 0.47202
N1 1.46513 1.05588 -1.92792
N2 0.78769 0.35981 -1.19397
H1 0.44743 -1.50835 1.41174
H2 2.02612 -0.76869 0.75160
H3 -1.42903 -0.83479 -1.70318
H4 -1.12098 -2.06591 -0.34063
H5 0.08339 0.31268 2.44444
H6 1.33006 1.33428 1.52588
H7 -2.14930 0.62521 -0.60580
H8 -2.00270 -0.33436 0.92794
H9 -0.60942 2.12652 0.12703
H10 2.13183 0.56810 -2.72317

Computed properties:
charge: 0
calculated total energy: -9357.9778 eV
energy above the lowest of the compared OMol25 structures with the same formula, charge and spin: 149.0 kcal per mole


(2)
Below is a structure of composition C10Cu4F24N4O22S8 at a distorted geometry, with properties calculated with ωB97M-V/def2-TZVPD.

Atoms and positions in Å:
Cu1 -3.24130 0.03427 0.48900
Cu2 -0.66877 0.62482 -1.61579
Cu3 0.11395 0.55700 2.11696
Cu4 2.49183 -1.60344 -0.32631
C1 -6.42212 1.63986 -1.91204
F1 -6.18688 2.48809 -0.85469
F2 -7.67159 1.82040 -2.41020
F3 -5.52258 1.96163 -2.79961
S1 -6.15769 -0.18246 -1.33783
O1 -6.59067 -0.12612 0.01424
O2 -7.01535 -1.14974 -2.09080
N1 -4.44172 -0.44068 -1.21416
S2 -3.93336 -0.65628 -2.64314
O3 -4.75354 -0.32638 -3.79215
O4 -2.50996 -0.23524 -2.72043
C2 -3.86529 -2.64706 -2.65591
F4 -5.13318 -3.11255 -2.79395
F5 -3.29303 -3.03785 -3.84890
F6 -3.27717 -3.09509 -1.56836
C3 -1.06922 -2.95886 4.09673
F7 -2.12978 -3.84069 4.13118
F8 -0.36807 -3.11901 5.19834
F9 -0.19310 -3.27364 3.09866
S3 -1.69751 -1.18040 3.93786
O5 -2.27783 -0.98626 2.58150
O6 -2.69944 -1.01670 4.95714
N2 -0.24633 -0.23623 4.00088
S4 -0.21353 0.35010 5.51382
O7 -0.54524 1.79210 5.58956
O8 -0.80764 -0.46273 6.55931
C4 1.64896 0.21127 5.96832
F10 1.95314 -1.01529 6.30772
F11 2.34250 0.70693 4.93676
F12 1.83976 0.98839 7.02504
C5 4.04897 -1.44225 3.24429
F13 5.08837 -2.25098 2.93811
F14 2.85083 -2.11610 3.15413
F15 4.34092 -0.95850 4.44534
S5 3.84232 0.01302 2.00851
O9 2.36255 0.32170 2.05330
O10 4.64705 1.13366 2.36888
N3 4.17927 -0.65806 0.42760
S6 5.69161 -0.15027 0.25837
O11 5.70990 1.21087 -0.19212
O12 6.65339 -0.61964 1.26223
C6 6.20783 -1.08623 -1.37202
F16 6.39983 -2.39796 -1.05071
F17 5.24995 -0.79273 -2.28672
F18 7.39179 -0.54325 -1.77276
C7 3.14461 2.50677 -2.84161
F19 3.24618 3.12678 -4.02602
F20 4.34024 2.05661 -2.39653
F21 2.55013 3.23388 -1.92196
S7 2.12701 0.89961 -3.10990
O13 2.59607 0.36863 -4.35916
O14 2.43050 0.16051 -1.90401
N4 0.41324 1.47430 -3.20206
S8 0.16465 1.88750 -4.67964
O15 1.04946 2.97611 -5.16386
O16 0.02436 0.67193 -5.48228
C8 -1.70559 2.62669 -4.77991
F22 -1.66860 3.83039 -5.32554
F23 -2.48452 1.82588 -5.53644
F24 -2.13408 2.80154 -3.52119
C9 -1.36205 2.08520 0.49773
O17 -0.19328 1.71627 0.25180
O18 -1.73413 1.38474 1.47020
O19 -2.07998 1.67906 -0.40415
C10 -0.24918 -1.66176 -0.21233
O20 -1.39673 -1.07635 -0.25150
O21 0.39123 -1.53212 -1.23890
O22 0.40751 -1.17768 0.71188

Computed properties:
⟨S²⟩: 6.020
charge: 0
calculated total energy: -391815.6164 eV
2S+1: 5


(3)
Below is a cluster of 2 separate species, C10H11NO2 in total at a distorted geometry, with properties calculated with ωB97M-V/def2-TZVPD.

Atoms and positions in Å:
C1 -2.83315 -0.02756 -0.31290
C2 -2.18918 -1.24173 -0.14366
C3 -2.10270 1.09083 -0.66888
C4 -0.19564 -0.05947 0.07541
C5 -0.84024 -1.28113 0.06092
C6 -0.68086 1.10909 -0.46786
C7 2.38051 0.49319 1.64184
C8 1.90745 0.07958 0.51542
C9 0.00948 -2.61129 0.28655
C10 -0.01292 2.47303 -0.57740
N1 2.44476 -0.26057 -0.75443
O1 2.53573 -1.40536 -1.04634
O2 2.68126 0.66214 -1.47521
H1 -3.88060 -0.02305 -0.34347
H2 -2.76508 -2.15192 -0.08353
H3 -2.72283 1.98206 -0.76694
H4 3.37201 0.25430 1.87755
H5 1.82785 0.71930 2.54102
H6 1.04085 -2.48195 0.02128
H7 0.03894 -2.69027 1.40500
H8 -0.55989 -3.38878 -0.24655
H9 -0.06249 2.89417 0.46353
H10 1.03626 2.57999 -0.82622
H11 -0.42954 3.28538 -1.17512

Computed properties:
charge: 0
calculated total energy: -16126.3967 eV
energy above the lowest of the compared OMol25 structures with the same formula, charge and spin: 182.0 kcal per mole


(4)
Below is a structure of composition C2H4F3O4STl at a distorted geometry, with properties calculated with ωB97M-V/def2-TZVPD.

Atoms and positions in Å:
Tl1 0.51749 -1.16312 0.85428
C1 -4.09241 1.39561 -0.64786
F1 -4.73426 2.43827 -0.99126
F2 -4.65711 0.73155 0.31203
F3 -3.76622 0.65538 -1.63576
S1 -2.33533 2.09650 0.04082
O1 -2.85929 2.86415 1.21028
O2 -1.40567 1.02313 0.39015
O3 -1.89341 3.08072 -0.96056
C2 4.40579 -1.98637 0.04977
O4 3.21922 -2.30483 0.74714
H1 5.34132 -2.36093 0.47622
H2 4.37416 -2.36715 -0.97935
H3 4.55875 -0.90762 0.02167
H4 3.32697 -3.19531 1.11243

Computed properties:
charge: +2
calculated total energy: -33983.9643 eV
energy above the lowest of the compared OMol25 structures with the same formula, charge and spin: 5.9 kcal per mole


(5)
Below is a cluster of 40 separate species, H80O40 in total at a distorted geometry, with properties calculated with ωB97M-V/def2-TZVPD.

Atoms and positions in Å:
H1 -3.84794 0.54496 -0.66306
H2 -3.63822 -0.14859 0.72868
O1 -3.17877 0.23678 -0.03634
H3 -4.08343 -1.64723 3.12427
H4 -2.68566 -1.13961 2.90685
O2 -3.51676 -1.29197 2.43077
H5 -1.90138 -1.50080 -6.44474
H6 -1.58090 -0.10429 -6.56346
O3 -2.13655 -0.67428 -6.00093
H7 -2.30818 -0.78791 -2.40689
H8 -2.84968 -1.08073 -0.97936
O4 -2.53707 -1.54776 -1.78861
H9 0.69957 -5.94982 2.90362
H10 0.08491 -6.43456 1.61055
O5 0.20201 -5.63426 2.14050
H11 1.89004 0.66414 0.87914
O6 1.85326 1.45517 0.24932
H12 2.45501 3.66168 -1.42746
O7 1.89340 4.46748 -1.38807
H13 -0.50838 4.35537 3.06205
H14 -0.62541 2.92065 2.21796
O8 -0.93610 3.51038 2.93034
H15 1.32086 -6.10940 -2.13128
H16 1.10883 -5.44927 -3.47387
O9 1.71266 -6.05268 -3.00211
H17 -5.12810 1.92077 1.47116
H18 -3.86001 2.54786 1.82329
O10 -4.66555 2.76121 1.33094
H19 -3.22880 5.69452 2.10266
H20 -1.87744 4.96664 2.77181
O11 -2.59572 5.61416 2.80905
H21 0.36231 -0.26085 -4.35372
O12 0.94422 -0.83088 -3.85137
H22 -0.41503 1.34070 3.76551
H23 -1.56322 0.27349 3.72718
O13 -1.29543 1.11655 4.08348
H24 -2.02802 3.55361 -3.79071
H25 -1.47042 2.12198 -3.88827
O14 -2.28754 2.63317 -3.91617
H26 1.83474 -5.27371 -1.19129
H27 2.37443 -4.77218 0.12205
O15 1.54139 -5.06562 -0.31276
H28 -0.33759 -4.91318 0.23050
H29 -1.37880 -6.00184 0.05628
O16 -1.11455 -5.19345 -0.39502
H30 -0.86240 -4.03718 -2.15026
H31 -1.19580 -3.25202 -3.38929
O17 -0.45663 -3.73419 -2.97478
H32 2.93900 -3.29097 -2.07014
H33 4.39002 -3.48154 -2.42792
O18 3.79439 -2.87235 -1.97584
H34 1.26673 3.01040 1.19419
O19 0.86906 3.89291 1.06552
H35 -2.31662 -3.67360 1.73862
H36 -2.04870 -2.79994 0.50765
O20 -1.88963 -2.85075 1.47828
H37 2.06797 0.68679 3.40416
O21 1.56975 0.31396 2.64136
H38 -4.29641 -2.08484 1.04103
H39 -5.32273 -2.81222 0.26275
O22 -5.19206 -1.93441 0.64802
H40 1.27549 -1.48108 -0.79205
H41 2.20082 -0.34892 -0.70685
O23 1.69139 -0.93181 -0.11926
H42 -4.03370 0.13269 3.60696
H43 -3.74535 1.42210 3.14029
O24 -4.57013 0.93283 3.31679
H44 -1.89222 3.23540 -0.70891
H45 -1.27678 4.46374 -1.29674
O25 -1.41728 3.52353 -1.50731
H46 3.49554 -2.16161 1.08865
H47 4.63697 -2.48690 0.31938
O26 4.30281 -2.72478 1.19502
H48 0.55281 4.09223 -2.99402
H49 0.74109 2.88827 -2.24104
O27 0.58948 3.13157 -3.16722
H50 -3.43558 1.08225 -4.00174
H51 -2.93364 -0.24902 -3.68918
O28 -3.42512 0.46467 -3.25326
H52 -0.41263 -0.62420 -1.45687
H53 -1.25870 0.42476 -0.69495
O29 -0.34861 0.15440 -0.89355
H54 0.59139 1.38003 5.99466
H55 1.79891 2.20946 5.58698
O30 1.40573 1.33425 5.47927
H56 5.00586 0.15249 1.24931
H57 6.42946 -0.17144 0.64944
O31 5.77254 -0.42324 1.32401
H58 0.00294 2.32060 -5.99138
O32 0.25297 1.74295 -5.26467
H59 1.00921 6.57404 0.66565
H60 -0.54955 6.17603 0.58070
O33 0.15767 6.73552 0.25571
H61 0.99978 4.10970 0.11638
H62 1.24674 1.27424 -0.47776
H63 1.17332 -0.54412 2.84414
H64 2.61171 4.99146 -0.97446
H65 1.15685 -0.38599 -3.02764
H66 1.09477 2.09260 -4.92051
O34 4.57608 -0.35216 -1.07897
H67 4.54358 -0.83535 -1.92433
H68 5.44770 -0.69992 -0.86481
O35 4.14860 1.40023 4.63919
H69 3.27592 1.67132 4.37234
H70 4.66156 0.84556 4.04527
O36 -0.84114 1.27622 1.60380
H71 -0.26293 0.92200 0.83372
H72 -1.68748 1.20827 1.11414
O37 -3.09485 -0.28183 5.18639
H73 -3.63408 -0.28849 5.99042
H74 -2.55790 0.45972 5.55874
O38 0.58580 -3.21955 1.61564
H75 -0.10204 -2.71944 2.04499
H76 0.21926 -3.47431 0.77333
O39 3.44238 -3.81350 -4.27606
H77 2.66305 -4.17661 -3.81855
H78 3.11811 -2.96306 -4.59421
O40 4.13916 3.25600 -0.86950
H79 3.57576 2.56345 -0.47118
H80 4.75538 2.97381 -1.54487

Computed properties:
charge: 0
calculated total energy: -83195.1618 eV
energy above the lowest of the compared OMol25 structures with the same formula, charge and spin: 245.7 kcal per mole